# C24H35BF3N8O4V

A structure of composition C24H35BF3N8O4V at a distorted geometry (ωB97M-V with the def2-TZVPD basis set, the Open Molecules 2025 dataset).

Each line ends with the Löwdin spin population.
Positions of all 76 atoms, in Å:
V (-0.121995, 0.068266, -0.021103)  1.0985
C (-1.061790, -2.736732, 3.672314)  0.0002
C (0.123066, -1.993508, 3.044203)  0.0005
C (1.401755, -2.367181, 3.800029)  0.0003
C (-0.143224, -0.516079, 3.088208)  0.0036
C (-0.376073, 0.241442, 4.238076)  0.0011
C (-0.635808, 1.520738, 3.793801)  0.0063
N (-0.551971, 1.531118, 2.462587)  0.0022
N (-0.250764, 0.289102, 2.014597)  -0.0073
B (-0.818854, 2.652683, 1.465556)  0.0014
N (0.433806, 2.830995, 0.592640)  0.0043
C (1.190932, 3.915437, 0.444323)  -0.0013
C (2.115236, 3.677811, -0.555040)  -0.0008
C (1.849345, 2.385234, -0.999490)  0.0011
N (0.831501, 1.868582, -0.279731)  -0.0020
C (2.517535, 1.686923, -2.147598)  0.0001
C (3.978341, 1.373769, -1.817485)  0.0000
C (2.417955, 2.546367, -3.411519)  0.0000
N (-1.951850, 2.204354, 0.536196)  0.0009
C (-3.177459, 2.713296, 0.402191)  0.0018
C (-3.855268, 1.994095, -0.561607)  0.0002
C (-2.959413, 1.020809, -0.997712)  0.0012
N (-1.802209, 1.167028, -0.324561)  -0.0122
C (-3.176566, -0.003536, -2.068373)  0.0003
C (-4.636239, -0.448596, -2.122856)  0.0000
C (-2.739411, 0.572988, -3.422748)  0.0001
H (-0.936913, -3.813210, 3.555207)  0.0000
H (-2.007898, -2.443761, 3.224754)  0.0000
H (-1.119203, -2.519386, 4.740206)  0.0000
H (0.214741, -2.299383, 2.001762)  0.0001
H (1.310648, -2.103949, 4.854711)  0.0000
H (2.276195, -1.854873, 3.406857)  0.0000
H (1.566189, -3.443879, 3.742871)  0.0000
H (-0.374541, -0.105813, 5.255964)  -0.0001
H (-0.880637, 2.420279, 4.332887)  0.0004
H (-1.090240, 3.668209, 2.022398)  0.0000
H (1.013583, 4.791710, 1.044978)  0.0001
H (2.853540, 4.361327, -0.934893)  0.0000
H (1.985554, 0.760610, -2.342304)  0.0001
H (4.536819, 2.293557, -1.639691)  0.0000
H (4.453810, 0.848344, -2.647115)  0.0000
H (4.062328, 0.763233, -0.916335)  0.0000
H (2.995215, 3.465575, -3.304085)  0.0000
H (1.383713, 2.817606, -3.622056)  0.0000
H (2.811622, 2.000786, -4.269314)  0.0000
H (-3.485859, 3.554489, 1.000061)  0.0001
H (-4.864486, 2.146388, -0.898514)  0.0000
H (-2.555876, -0.872547, -1.842704)  0.0002
H (-5.282292, 0.372375, -2.437751)  0.0000
H (-4.983063, -0.811938, -1.155112)  0.0000
H (-4.748769, -1.252056, -2.850209)  0.0000
H (-3.392311, 1.400179, -3.706004)  0.0000
H (-2.811569, -0.194714, -4.193811)  0.0000
H (-1.714350, 0.940071, -3.394958)  0.0000
C (3.860229, -2.103920, 0.029334)  -0.0001
C (2.539811, -1.449176, -0.190708)  0.0024
N (1.958465, -0.623585, 0.603351)  -0.0040
O (2.568158, -0.184057, 1.734712)  0.0008
C (1.794792, -1.618206, -1.455295)  0.0145
C (2.236129, -2.400868, -2.642580)  0.0008
N (0.754005, -0.881060, -1.393185)  -0.0592
O (-0.200359, -0.492021, -2.093655)  -0.0635
H (4.071956, -2.254787, 1.088087)  0.0000
H (4.665413, -1.511456, -0.412566)  0.0001
H (3.869416, -3.080300, -0.451521)  0.0000
H (3.492981, -0.477484, 1.740694)  -0.0004
H (3.217479, -2.073286, -2.989019)  0.0010
H (1.516607, -2.280198, -3.449423)  -0.0004
H (2.301159, -3.460428, -2.390919)  0.0012
F (-2.716827, -4.093245, 1.077952)  0.0000
C (-2.899294, -3.129203, 0.164920)  -0.0005
F (-2.335996, -3.540266, -0.977026)  0.0007
F (-4.207656, -2.995500, -0.041159)  -0.0002
C (-2.280560, -1.786493, 0.659892)  0.0029
O (-2.905336, -1.070391, 1.400315)  -0.0035
O (-1.117130, -1.578730, 0.135122)  0.0062

Force components x, y, z for each atom (eV/Å):
V -0.2 -0.6 0.0
C -0.1 0.0 0.0
C 0.0 0.0 0.1
C 0.0 0.0 0.0
C 0.0 0.1 0.1
C 0.0 -0.1 -0.1
C 0.0 0.0 -0.1
N 0.0 -0.1 0.3
N -0.1 0.1 0.1
B 0.0 0.0 0.0
N 0.1 0.3 0.0
C 0.0 -0.1 0.0
C 0.0 -0.1 -0.1
C 0.0 0.1 -0.1
N 0.2 0.1 0.0
C 0.0 0.1 0.0
C 0.0 0.0 0.0
C 0.0 0.0 0.0
N -0.3 0.3 -0.1
C 0.0 0.0 0.0
C 0.0 0.0 0.0
C -0.1 0.0 0.0
N 0.1 -0.3 0.2
C 0.0 0.0 -0.1
C 0.0 0.0 0.1
C 0.0 -0.1 0.0
H 0.0 0.0 0.0
H 0.0 0.0 0.0
H 0.0 0.0 0.0
H 0.0 0.0 0.0
H 0.0 0.0 0.0
H 0.0 0.0 0.0
H 0.0 0.0 0.0
H 0.0 0.0 0.0
H 0.0 0.0 0.0
H 0.0 0.1 0.1
H 0.0 0.0 0.0
H 0.0 0.0 0.0
H 0.0 0.0 0.0
H 0.0 0.0 0.0
H 0.0 0.0 0.0
H 0.0 0.0 0.0
H 0.0 0.0 0.0
H 0.0 0.0 0.0
H 0.0 0.0 0.0
H 0.0 0.0 0.0
H 0.0 0.0 0.0
H 0.0 0.0 -0.1
H 0.0 0.0 0.0
H 0.0 0.0 0.0
H 0.0 0.0 0.0
H 0.0 0.0 0.0
H 0.0 0.0 0.0
H 0.0 0.0 0.0
C 0.0 0.0 0.0
C 0.2 0.1 0.2
N -0.1 -0.1 0.0
O 0.0 0.0 0.1
C -0.2 0.0 -0.2
C -0.1 0.0 0.1
N 0.7 -0.5 0.0
O -0.6 0.4 -0.4
H 0.0 0.0 0.0
H 0.0 0.0 0.0
H 0.0 0.0 0.0
H 0.0 0.0 0.0
H 0.0 0.0 0.0
H 0.0 0.0 0.0
H 0.0 0.0 0.0
F 0.1 0.0 0.1
C 0.0 0.0 0.1
F 0.0 0.0 0.0
F 0.0 0.0 0.0
C -0.9 0.1 0.1
O 0.1 -0.2 -0.1
O 1.0 0.4 -0.1

Output
relative energy (zero: lowest compared OMol25 entry of this formula, charge and spin) = 0.0 kJ/mol
2S+1 = 2
total energy = -80080.256 eV
total charge = +1
expectation value of S² = 0.786
gap between HOMO and LUMO (alpha / beta) = 7.02 / 7.43 eV